The following is a DFT calculation (ωB97M-V with the def2-TZVPD basis set) of a 3-piece molecular cluster, C30H67BrN2O6P overall.

Summary:
Kohn-Sham gap = 7.936 eV
Energy relative to the best compared isomer or geometry (same formula, charge and spin) = 0.0 kJ/mol
Spin multiplicity = 1
Total charge = +1
E_HOMO = -10.34 eV

Last column: Löwdin charge in e.
Cartesian coordinates (Å):
C (4.42490, 3.01536, 1.21558)  -0.086
C (3.98891, 3.58547, -0.13607)  -0.268
C (4.28804, 2.62933, -1.29174)  -0.184
C (3.48403, 1.30638, -1.31650)  -0.169
C (2.12110, 1.31330, -0.63259)  -0.225
C (1.50939, -0.08171, -0.45863)  -0.200
C (0.93070, -0.66351, -1.75621)  -0.191
C (-0.19392, -1.68999, -1.53089)  -0.182
C (-1.60230, -1.08786, -1.65180)  -0.174
C (-2.14988, -0.48962, -0.33618)  -0.177
C (-2.40858, 1.01949, -0.37435)  -0.215
C (-1.07449, 1.75991, -0.56799)  -0.313
P (-1.19859, 3.53672, -0.62153)  1.117
C (0.36079, 4.20512, -1.23846)  -0.312
O (0.12361, 5.56458, -1.52617)  -0.099
C (1.24231, 6.20207, -2.11283)  -0.478
C (2.07696, 6.94962, -1.13617)  0.038
O (1.40379, 6.09392, -3.29132)  0.176
C (-1.64762, 4.28986, 0.95843)  -0.349
C (-1.22748, 3.45601, 2.17849)  -0.797
C (0.29504, 3.38855, 2.39279)  -0.117
Br (-2.11164, 4.25888, 3.70459)  0.769
H (3.78160, 2.18868, 1.51835)  0.041
H (4.45087, 3.76647, 2.00537)  0.076
H (5.42874, 2.59009, 1.12274)  0.084
H (4.51008, 4.53063, -0.31658)  0.107
H (2.91921, 3.83186, -0.10017)  0.053
H (5.34794, 2.36970, -1.20209)  0.111
H (4.19273, 3.15320, -2.24515)  0.106
H (4.08914, 0.49756, -0.89895)  0.103
H (3.31679, 1.04431, -2.36693)  0.116
H (1.43499, 1.90399, -1.25605)  0.068
H (2.17849, 1.79030, 0.34725)  0.081
H (2.28314, -0.75841, -0.08008)  0.115
H (0.73977, -0.05381, 0.31943)  0.085
H (1.74074, -1.12966, -2.32371)  0.117
H (0.55915, 0.15073, -2.38943)  0.096
H (-0.08111, -2.10506, -0.52259)  0.115
H (-0.08187, -2.53728, -2.21028)  0.112
H (-2.29813, -1.85329, -2.00299)  0.097
H (-1.59584, -0.31968, -2.43383)  0.108
H (-3.06301, -1.00741, -0.03965)  0.096
H (-1.42181, -0.67122, 0.46215)  0.108
H (-2.88818, 1.32608, 0.55994)  0.108
H (-3.10326, 1.26954, -1.18276)  0.120
H (-0.63797, 1.47114, -1.53021)  0.083
H (-0.36770, 1.49758, 0.22148)  0.076
H (-2.15106, 3.88555, -1.57746)  0.089
H (0.63916, 3.62883, -2.12973)  0.122
H (1.13977, 4.05901, -0.47792)  0.074
H (2.60936, 6.25315, -0.48361)  0.080
H (1.44492, 7.58017, -0.50940)  0.102
H (2.80438, 7.55159, -1.67538)  0.104
H (-2.72298, 4.47464, 0.95752)  0.089
H (-1.15327, 5.26447, 0.99633)  0.104
H (-1.62736, 2.44772, 2.08293)  0.067
H (0.80757, 4.13649, 1.78313)  0.074
H (0.55039, 3.61348, 3.42671)  0.067
H (0.68649, 2.39989, 2.14733)  0.071
C (-7.94546, -4.87996, -4.58400)  -0.111
O (-7.48588, -3.54367, -4.53026)  -0.196
C (-8.36803, -2.63311, -3.89008)  -0.218
C (-7.78032, -2.12686, -2.59217)  -0.220
N (-7.70488, -3.18395, -1.59554)  -0.047
C (-6.97576, -2.84149, -0.38253)  -0.198
C (-5.49726, -2.49329, -0.50399)  -0.247
O (-4.65624, -3.56975, -0.86370)  -0.182
C (-4.56769, -3.84417, -2.24995)  -0.102
H (-7.26930, -5.42565, -5.23900)  0.089
H (-7.94637, -5.36315, -3.60042)  0.081
H (-8.95597, -4.93570, -4.99813)  0.089
H (-9.34086, -3.10120, -3.71571)  0.124
H (-8.51464, -1.78404, -4.56312)  0.122
H (-8.41904, -1.32640, -2.20594)  0.124
H (-6.80095, -1.68442, -2.82787)  0.103
H (-7.29128, -4.00732, -2.01309)  0.075
H (-7.05819, -3.68728, 0.30365)  0.123
H (-7.48414, -1.99647, 0.09417)  0.119
H (-5.15744, -2.17643, 0.48698)  0.115
H (-5.32748, -1.64825, -1.18708)  0.104
H (-4.64878, -2.93008, -2.84637)  0.085
H (-5.33427, -4.54754, -2.58401)  0.077
H (-3.59379, -4.29944, -2.43003)  0.087
C (3.18254, -4.00112, 5.14189)  -0.117
O (4.36019, -3.24515, 5.32932)  -0.196
C (5.55040, -3.86883, 4.86277)  -0.213
C (6.12868, -3.12523, 3.68091)  -0.215
N (5.26668, -3.23753, 2.51247)  -0.048
C (5.64517, -2.39934, 1.38307)  -0.198
C (5.64818, -0.88780, 1.57096)  -0.219
O (4.36176, -0.31781, 1.74987)  -0.221
C (3.86032, -0.34272, 3.07317)  -0.091
H (2.38714, -3.49796, 5.68894)  0.087
H (2.89225, -4.07247, 4.08667)  0.079
H (3.29208, -5.01457, 5.53814)  0.090
H (5.35482, -4.91318, 4.60372)  0.124
H (6.27735, -3.85023, 5.67844)  0.124
H (7.10565, -3.55420, 3.44026)  0.127
H (6.29367, -2.08505, 3.99551)  0.106
H (4.31541, -3.02487, 2.78319)  0.072
H (4.96485, -2.62986, 0.55867)  0.118
H (6.64671, -2.69796, 1.05714)  0.122
H (6.04303, -0.44518, 0.65200)  0.117
H (6.30916, -0.57027, 2.38562)  0.115
H (4.66287, -0.25458, 3.80920)  0.094
H (3.28737, -1.24996, 3.28447)  0.078
H (3.19085, 0.51254, 3.18555)  0.076

Cartesian forces, eV/Å:
0.09 -0.11 -0.19
0.10 -0.01 0.20
0.02 -0.06 0.15
0.12 -0.05 -0.25
-0.11 -0.14 -0.09
0.26 -0.03 -0.14
0.16 -0.23 0.07
0.07 0.09 0.09
-0.14 -0.10 0.07
0.16 0.03 0.04
-0.03 -0.06 0.04
-0.56 -0.08 -0.09
0.07 -0.04 0.01
0.02 0.11 -0.19
0.03 -0.01 0.45
0.00 -0.22 -1.11
0.07 0.28 0.03
0.01 0.06 0.86
0.06 0.03 0.12
0.24 -0.04 -0.26
-0.15 0.21 -0.02
-0.09 -0.03 0.14
0.06 0.03 0.10
-0.09 0.01 -0.02
-0.03 0.10 0.07
0.01 -0.06 -0.03
0.18 -0.01 0.00
-0.04 0.04 -0.16
-0.15 0.03 0.02
-0.08 0.07 0.15
0.12 -0.11 0.07
0.17 -0.01 0.19
0.05 0.05 0.01
-0.08 0.08 0.09
0.05 -0.08 -0.05
-0.03 0.09 0.01
0.04 -0.06 -0.10
-0.01 -0.11 -0.10
-0.06 0.16 -0.09
0.04 0.02 0.08
-0.03 -0.05 -0.05
0.00 0.07 -0.03
-0.13 -0.07 0.03
0.01 0.03 -0.02
0.06 0.00 -0.01
0.04 0.00 0.20
-0.03 0.09 -0.12
-0.07 0.08 -0.02
0.01 0.12 -0.02
-0.17 0.00 -0.12
-0.07 -0.05 -0.02
0.03 -0.02 -0.03
-0.03 -0.01 0.05
0.02 -0.10 -0.03
-0.08 0.04 -0.07
-0.13 0.09 0.21
0.03 -0.03 0.01
0.01 -0.17 -0.04
0.03 0.04 -0.01
0.00 0.01 -0.06
0.07 -0.06 0.09
-0.07 0.05 -0.08
0.04 -0.05 0.09
0.16 0.01 -0.09
-0.14 -0.10 -0.03
0.08 0.16 0.10
0.05 -0.02 -0.05
0.05 -0.04 0.04
0.01 0.00 0.00
-0.04 0.03 0.01
-0.01 -0.02 0.00
0.00 -0.01 0.06
-0.02 -0.02 -0.02
0.01 0.02 0.01
-0.02 0.04 -0.01
-0.03 -0.02 0.00
-0.01 0.01 0.02
0.02 0.02 0.00
-0.01 0.00 0.00
-0.07 -0.02 -0.05
-0.03 0.01 -0.02
-0.02 0.04 -0.03
0.00 0.00 0.01
-0.01 -0.01 0.06
-0.05 0.07 -0.12
0.05 -0.07 0.09
-0.05 0.04 -0.09
-0.05 0.16 0.08
-0.03 -0.16 -0.01
0.14 0.08 -0.08
-0.16 -0.05 0.00
-0.04 0.04 -0.06
0.00 0.01 0.00
0.04 -0.03 -0.01
-0.02 -0.01 0.00
0.01 0.00 -0.06
-0.02 -0.02 0.02
0.02 0.01 -0.02
0.05 -0.01 0.02
-0.01 -0.02 0.01
0.02 0.00 -0.02
0.02 0.01 0.00
-0.01 0.02 0.01
-0.02 -0.05 0.04
0.00 -0.01 0.02
0.05 -0.01 0.03
0.01 0.02 0.01